# 1
Here is a structure of composition C45H41CaN7O3PSe from the Open Molecules 2025 dataset. Energies are from ωB97M-V/def2-TZVPD.

Structure (XYZ):
```
99
Properties=species:S:1:pos:R:3
C 4.35262 -0.47865 0.23207
O -1.87829 2.36161 -1.03504
H 7.82757 1.96108 1.83384
C 3.32275 -1.68956 -2.03050
C -4.58002 -0.63795 -0.83437
H -3.03861 -1.52358 3.88074
C 3.31894 2.47965 3.22513
C -0.39226 -1.75297 -4.84517
N -0.82598 0.33893 2.18612
C 8.87453 -0.41304 0.38837
N 1.11204 2.06657 1.61288
C 2.43879 -5.50035 -3.03867
C -2.88641 -0.50648 1.30889
H -0.17762 2.67125 -3.79607
C -1.57734 0.21657 -5.53016
H 1.54002 -0.85810 -1.12415
H 4.55930 -5.71550 -3.21908
C 2.48332 0.75630 -2.19362
C 4.79481 -1.46789 -1.89726
C 2.57504 -0.56927 -1.30163
C -1.95973 -0.42694 -6.69987
N 0.63837 -3.13960 -0.92659
C -1.54450 -1.72408 -6.95345
H 3.31981 -2.99246 -0.31574
C -3.24900 -0.28062 -0.95015
H 6.47670 2.89824 1.19474
H -0.43597 -3.40181 -6.20962
C 5.29623 -0.99653 -0.75207
C -0.84467 2.08631 -3.16795
H 3.01954 -1.76681 -3.07615
C 7.04250 1.23450 -0.05440
H 1.47933 0.23788 -5.46917
H 0.21155 -2.28207 -4.11412
C 2.06142 2.92377 1.25509
H 7.77653 1.80278 -0.63270
C -4.20945 -0.88562 1.51208
H 4.45626 1.61160 -1.73956
C 6.87203 1.88854 1.31476
C -0.83435 2.48997 -1.71525
C -2.17171 -0.90813 3.69415
C 1.58311 0.52824 -3.36444
C 2.11936 0.46157 -4.62603
Ca -0.46498 1.11537 0.08122
O 7.21016 -2.32801 -0.53438
H 9.27980 -1.12985 -0.32514
H -1.46352 -1.01185 5.71266
O 0.28996 2.67391 -1.17035
C -5.06541 -0.94749 0.42565
H 4.18648 2.63115 3.85398
N -2.41893 -0.21043 0.08881
H -4.57747 -1.11461 2.50082
N 3.12613 -0.23102 -0.00687
H -6.10146 -1.22398 0.56743
C -1.92835 -0.37141 2.43386
H 5.31016 1.52672 -4.04749
H -2.82418 -0.04582 -1.91651
H -2.58351 0.09419 -7.41426
N 7.48510 -0.14800 0.01192
C 3.08228 -3.14202 -1.37386
C 3.76333 -5.12352 -2.78568
H 9.42793 0.52287 0.30762
C 1.21717 1.43036 2.78568
N 0.13294 -5.16268 -2.46144
Se -0.80038 -4.09279 -1.43111
H 4.71536 -0.21896 1.22541
C -0.77720 -0.43314 -4.59568
C 3.84140 1.23481 -2.54717
H -5.21814 -0.67351 -1.70521
H 8.63728 -0.27530 2.54301
H 5.44925 -1.81534 -2.68671
H -1.86988 2.09097 -3.52810
H 2.00969 1.47428 -1.52248
C 1.39955 -4.80048 -2.39085
H 1.90959 3.42746 0.30906
C 3.47038 0.75046 -4.87090
H 6.10377 1.26666 -0.60548
C 3.17553 3.17938 2.03958
C 2.32426 1.59328 3.60886
C 4.30506 1.19331 -3.82001
H 2.42324 1.03802 4.53022
H 2.19843 -6.35676 -3.65134
C -0.75927 -2.38659 -6.01930
C 0.05664 0.58286 3.15762
H 3.90964 3.90902 1.72846
H -1.83517 -2.21748 -7.87114
C 1.67605 -3.65031 -1.52909
P -0.21510 0.30807 -3.01534
C -0.15506 0.12957 4.45496
C -1.27765 -0.63754 4.71518
H 5.12066 -3.84867 -1.77741
C 8.99572 -0.98498 1.79662
H 0.53233 0.37481 5.25011
H 8.41919 -1.90569 1.87340
H 3.84890 0.71134 -5.88293
C 4.08126 -4.07199 -1.98453
H 6.18239 1.31282 1.93292
H -1.90443 1.23457 -5.37594
C 6.75190 -1.19781 -0.42795
H 10.03880 -1.21278 2.01653
```

Output
HOMO level (alpha / beta)   -9.041 / -9.189 eV
Charge   +1
Lowest unoccupied orbital energy (alpha / beta)   -3.1 / -3.1 eV
HOMO-LUMO gap (alpha / beta)   0.21879 / 0.22426 Eh

How positive or negative is each atom? The Löwdin charges in e answer that: -0.093 -0.109 0.073 -0.158 -0.019 0.115 -0.039 -0.113 0.029 -0.191 0.016 0.000 -0.204 0.106 -0.088 0.083 0.113 -0.256 0.008 -0.265 -0.073 -0.228 -0.073 0.158 -0.116 0.072 0.110 -0.118 -0.199 0.154 -0.196 0.106 0.090 -0.107 0.127 0.007 0.098 -0.066 -0.826 0.015 -0.299 -0.085 1.399 0.075 0.120 0.123 -0.184 -0.027 0.118 0.004 0.111 0.121 0.120 -0.187 0.111 0.088 0.109 -0.056 -0.163 -0.070 0.120 -0.211 -0.256 1.043 0.116 -0.388 -0.033 0.117 0.064 0.145 0.082 0.102 -0.407 0.109 -0.049 0.087 -0.033 0.005 -0.078 0.112 0.115 -0.068 -0.186 0.110 0.108 -0.332 1.105 0.017 -0.013 0.109 -0.066 0.114 0.075 0.104 -0.024 0.058 0.091 -0.413 0.079

# 2
Here is a cluster of 3 separate species, C45H41ClF10N3O10P in total from the Open Molecules 2025 dataset. Energies are from ωB97M-V/def2-TZVPD.

Structure (XYZ):
```
111
Properties=species:S:1:pos:R:3
C -8.05325 -3.84699 -1.15949
H 0.02557 1.25934 6.74134
H 5.78798 -0.86691 2.14838
H -9.02701 -3.98464 -1.60760
C 5.17338 -4.15798 0.27819
H -1.23105 0.01810 -1.66380
C -1.02361 2.97090 -4.42817
C 1.97621 1.52025 3.61849
H 5.86605 -2.06804 0.45909
N 3.78188 -6.37943 -1.46191
C -2.57160 3.24857 -4.33956
O -7.73703 -6.13157 -0.74482
O -1.12700 -2.24626 0.14273
C -0.10588 3.74061 -3.44356
C -4.47682 7.20296 4.25402
C -6.17308 -2.28879 -0.46990
C -0.75621 0.71735 0.36051
H -1.02905 4.15353 0.63941
C -0.12188 3.26803 -1.96181
O -4.27469 4.59479 1.13505
C 4.35975 -2.42126 2.55266
P 3.37480 -4.96525 -2.04357
O 1.90093 -1.40408 3.63367
H 0.59383 -4.58026 -2.04705
H 2.43599 2.50021 3.55329
H 5.53229 -0.24247 -3.21462
F 0.46409 2.05374 -1.91986
O -2.63100 6.07073 5.27233
H -2.18313 2.63339 -1.66119
C -7.32490 -4.87018 -0.69358
H 4.08418 -0.35492 2.01352
C 3.42471 -2.73160 1.40522
C 0.29021 2.25535 1.85933
Cl 0.50607 3.86154 2.51968
H 5.22925 -3.06579 2.51761
C -3.02711 0.34889 -0.64114
C 6.81356 -2.82557 -1.27537
H 3.17384 -7.08219 -1.87018
C -4.28065 5.35177 2.09125
F -3.21609 2.22432 -3.78417
C -1.38831 3.20930 0.25981
O -4.50158 7.93833 5.22165
H -6.46533 -0.49564 -0.83870
H -6.11430 8.11976 3.14803
H 7.14017 -3.78512 -1.67102
N 0.97509 -2.72346 -3.04699
C 2.85277 -3.82665 -0.69550
H 6.55941 0.74248 -0.85314
F -3.04532 3.37149 -5.58845
F 0.72031 4.12504 -1.31317
H -7.02523 -6.66390 -0.34023
H 6.01069 -2.52519 -3.23553
H 4.81405 -2.21721 -2.00254
C -7.53500 -2.49262 -1.07041
H 7.18003 -0.39795 -2.66759
C -5.38553 7.32210 3.12515
F -0.62756 3.31509 -5.66595
O -8.13932 -1.50976 -1.45785
H 2.32603 -5.07496 -2.96954
C 6.14719 -0.60423 -2.38578
H 1.61718 -3.24128 -3.63292
H -2.90794 6.80163 5.85806
F -0.83497 1.64612 -4.31190
H 7.69245 -2.18867 -1.16448
O -6.09560 6.51164 1.04442
F 4.89313 -0.49264 3.88395
H 5.38752 -0.36775 -0.46444
H 5.28328 -4.83153 -0.56131
C -5.44400 -3.30905 -0.00088
H 3.87022 -2.63368 3.49668
C 2.14619 -2.16642 1.38605
C -0.61271 2.03558 0.81170
O -5.74954 -1.02769 -0.44003
F 1.15556 3.49624 -3.88559
H -2.61855 4.45475 3.17648
H 0.13114 -2.58021 -3.58599
C 4.79713 -0.94569 2.58896
C 0.65059 1.26218 5.88581
C 0.60378 -3.50611 -1.84677
C -1.45623 3.33705 -1.27494
C 0.90710 -0.04960 1.95385
N 5.79647 0.18513 -1.19903
C 1.04468 1.24320 2.45883
H -2.40780 3.11228 0.63032
O -5.38105 -5.64101 0.34518
C -1.69289 0.33315 -0.73226
H 7.09185 -3.26295 0.78960
H -5.82344 5.77567 0.46435
C -5.29800 6.45788 2.10640
H -3.56553 -0.42937 -1.15628
C 1.24318 -2.41906 0.35620
C -5.97200 -4.66289 -0.06986
C 3.77693 -3.56778 0.32612
H -1.85606 4.32773 -1.48450
H -4.46294 -3.17155 0.43403
C 6.24937 -3.02899 0.13789
C 1.23625 1.41685 4.87195
H 4.41441 -4.32480 -2.74050
C -3.35794 5.24393 3.20561
C 1.67974 -1.22401 2.46525
C 1.56892 -3.25700 -0.71493
C 5.86808 -2.09047 -2.24426
H 5.38736 -4.64932 1.21920
C -3.44215 6.11068 4.22498
H -3.55470 1.11962 -0.09261
H 2.76453 0.77906 3.68128
F -2.86558 4.37367 -3.69026
F -0.28395 5.06396 -3.54627
H -0.40879 -3.23846 -1.59441
C -0.08142 -1.72419 0.43905
C 0.00737 -0.30783 0.91707
```

Output
HOMO level   -8.741 eV
SMILES   C#CCc1c(Cl)c(CCC(F)(F)C(F)(F)C(F)(F)C(F)(F)F)c(C=C)c2c1C(=O)c1c(CCF)c(CCCCCN)c([PH2]=N)c(CN)c1C2=O.O=C1C=C(O)C(=O)C=C1O.O=C1C=C(O)C(=O)C=C1O
Lowest unoccupied orbital energy   -1.7 eV
HOMO-LUMO gap   0.25821 Eh

Atomic partial charges in e from the Löwdin method, atoms 1 to 99: 0.074 0.027 0.110 0.136 -0.127 0.121 -0.335 -0.168 0.061 -0.292 -0.527 0.116 0.123 -0.359 -0.312 -0.231 -0.092 0.068 -0.428 0.090 -0.090 0.780 0.154 0.096 0.095 0.099 0.143 0.124 0.097 -0.237 0.116 -0.084 -0.462 0.777 0.102 0.048 -0.187 -0.045 -0.305 0.172 -0.128 0.114 0.124 0.137 0.109 0.024 -0.207 0.061 0.170 0.124 0.121 0.102 0.088 -0.315 0.109 0.077 0.159 0.108 0.004 -0.287 0.033 0.123 0.163 0.108 0.117 -0.026 0.031 0.056 0.082 0.123 -0.016 -0.146 0.089 0.146 0.121 0.067 -0.191 0.125 -0.235 -0.063 -0.017 0.015 -0.154 0.104 0.113 -0.121 0.115 0.118 -0.235 0.056 -0.021 -0.312 -0.147 0.134 0.137 -0.182 -0.135 0.003 0.076

# 3
Here is a structure of composition C45H41InN6O11P2S from the Open Molecules 2025 dataset. Energies are from ωB97M-V/def2-TZVPD.

Structure (XYZ):
```
107
Properties=species:S:1:pos:R:3
O 3.84138 1.02706 3.05373
H -5.13219 -4.07744 2.66218
C -5.00837 -2.08494 1.87569
C 1.19883 1.44384 -2.82890
H -5.87544 -1.45529 -3.67106
C -4.28269 -1.21199 1.08883
C -3.44030 -3.83070 1.37384
C 2.00270 3.29875 1.42584
C 3.34880 3.53933 1.03631
H -2.10009 -1.25418 -3.75988
C -3.12745 -1.64005 0.43110
C 1.71091 1.81144 -4.06303
H -3.87809 2.28184 -4.27427
C -2.44409 6.02665 -1.20880
C -0.93645 -2.85357 -4.57327
C 0.32225 -2.16378 4.48345
C 3.05651 -1.37238 -0.09953
H -5.88777 -1.73674 2.40126
H -4.47360 -1.89521 -1.69342
C -1.18748 -5.36079 -3.33989
O 4.88676 -0.78716 3.52144
H -1.77192 -2.75795 -1.89874
N 3.85020 -0.15084 3.36022
C 0.00802 5.49649 -1.36413
H 3.46184 -0.45925 -0.51979
H 0.03427 5.54976 -2.45544
H 0.07556 -2.86496 0.51587
H -2.22482 7.02543 -0.83164
N 1.69246 -3.76652 5.75241
H 0.28844 6.46763 -0.95529
H -5.58536 0.63305 -4.96001
H 2.32425 -1.75518 -2.70561
C 1.40676 0.15683 -2.33993
H 1.54471 2.80984 -4.44748
C 1.33741 -0.37542 3.16601
C 1.99378 -3.67883 1.02918
C 2.15134 -0.75523 -3.08365
C -4.00581 1.36756 -3.70773
N -1.66656 2.88849 0.04224
H 5.26510 4.31718 1.56749
H -4.58179 -0.17255 0.99712
C -2.71111 -2.95487 0.57918
H 4.02795 -4.22613 1.42914
C 1.14730 -2.72478 0.48366
C -3.21674 1.11904 -2.59656
P 0.60627 -0.28386 -0.76647
O 0.67271 -4.37194 6.03795
H -0.01267 -2.70295 -2.07369
O 5.90558 5.42522 3.60247
H -1.07159 -2.51837 -5.60069
C -3.37027 -0.06033 -1.86793
H -3.35224 5.66231 -0.73577
S -2.16313 -4.18195 -4.31261
C -4.34299 -0.97869 -2.25368
H -0.57171 -2.66808 4.82171
H -3.10345 -4.85305 1.49171
H 2.29488 4.55503 4.60867
C 0.33400 3.41441 3.30211
H 0.63699 2.14861 -2.22444
C 2.57462 4.27257 3.60181
C 2.44369 0.89732 -4.80670
O -0.63135 2.88445 2.74098
C 3.36615 -3.48708 0.99649
O 1.28322 0.60619 2.35055
C -5.13181 -0.72946 -3.36775
H 2.84983 1.18432 -5.76792
O -1.43491 0.04732 2.24291
H 0.05629 -3.29967 -4.48368
H 4.96653 -2.16978 0.44737
C 2.71290 -1.92657 4.50856
H -0.95914 -4.96159 -2.35314
N 4.78761 5.20405 4.03554
C 0.18839 -1.08459 3.64330
C 1.67585 -1.58226 -0.10573
H -0.27204 -5.60810 -3.87387
C 3.89742 -2.33099 0.43846
C -0.93163 -2.11136 -2.15893
C 3.84669 4.52736 3.16306
H 0.18775 3.75239 4.34094
C -4.96488 0.44057 -4.09399
C -1.22978 -0.68704 3.30659
O 4.41769 5.50126 5.15940
H -2.60289 6.08525 -2.28802
N -0.86223 -1.02287 -1.16405
C 2.66656 -0.38211 -4.31482
H 3.64043 3.21416 0.04597
H -1.79691 -6.25578 -3.23657
C -4.58329 -3.39815 2.02344
H 3.24573 -1.09072 -4.89301
C 1.57577 -2.60405 4.89699
In -0.31920 1.34712 1.11053
O -2.14137 -1.08113 4.00682
H 3.68505 -2.24649 4.85140
H 1.57763 -4.56378 1.49406
O 2.80604 -4.08379 6.14074
H -0.38053 -0.90796 -3.87349
N -1.33371 5.13741 -0.90371
C -1.10855 -1.67856 -3.61903
O 1.17414 2.82070 0.56001
C 4.24387 4.13788 1.87151
C 1.63723 3.66093 2.76251
H -2.46067 1.83139 -2.28532
H -1.82053 -3.31198 0.07880
H 0.71966 4.74996 -1.01469
C -1.51459 3.94965 -0.39657
C 2.60486 -0.82346 3.68911
P -2.25342 -0.30278 -0.43431
```

Output
HOMO level   -8.240 eV
Lowest unoccupied orbital energy   -0.3 eV
HOMO-LUMO gap   0.29046 Eh

Atomic partial charges in e from the Löwdin method, atoms 1 to 99: 0.094 0.105 -0.065 -0.086 0.108 -0.099 -0.068 -0.335 0.010 0.089 -0.369 -0.071 0.101 -0.021 -0.479 0.073 -0.088 0.109 0.109 -0.406 0.050 0.080 -0.330 -0.008 0.117 0.094 0.084 0.095 -0.360 0.098 0.104 0.112 -0.336 0.104 -0.252 -0.060 -0.094 -0.084 0.180 0.124 0.116 -0.087 0.112 -0.075 -0.108 1.021 0.068 0.107 0.069 0.071 -0.345 0.100 0.802 -0.082 0.133 0.106 0.132 -0.144 0.089 0.060 -0.070 -0.015 -0.064 -0.102 -0.070 0.107 -0.162 0.075 0.113 0.076 0.018 -0.357 -0.035 -0.345 0.035 -0.064 -0.256 -0.150 0.145 -0.081 -0.540 0.067 0.094 -0.432 -0.065 0.122 0.030 -0.074 0.110 -0.142 0.622 0.083 0.131 0.112 0.063 0.096 -0.172 -0.240 -0.140